{
  "formula": "C4H9NO2",
  "method": "ωB97M-V with the def2-TZVPD basis set",
  "smiles": "C=C(N)O[C@@H](C)O",
  "energy_ha": -363.0234,
  "e_homo_ha": -0.310,
  "homo_lumo_gap_ev": 9.4,
  "largest_force_ev_per_a": 0.4,
  "symbols": ["C", "C", "O", "C", "C", "O", "N", "H", "H", "H", "H", "H", "H", "H", "H", "H"],
  "coordinates": [[1.446, -1.293, -0.487], [0.071, -1.313, 0.161], [0.111, -0.991, 1.518], [0.109, 1.678, -0.600], [-0.878, 0.834, -0.264], [-0.873, -0.505, -0.551], [-2.071, 1.197, 0.340], [1.952, -0.341, -0.298], [1.350, -1.427, -1.568], [2.060, -2.100, -0.078], [-0.360, -2.315, 0.103], [0.622, -0.173, 1.605], [0.043, 2.729, -0.338], [0.925, 1.356, -1.232], [-2.403, 0.517, 1.010], [-2.103, 2.147, 0.681]],
  "forces_ev_per_a": [[0.056, 0.033, -0.009], [0.188, -0.285, -0.143], [0.083, 0.208, 0.006], [-0.102, -0.076, -0.040], [0.132, 0.211, -0.011], [-0.113, 0.084, -0.007], [0.083, 0.041, 0.095], [-0.071, -0.136, -0.007], [0.013, -0.008, 0.149], [-0.105, 0.101, -0.031], [0.021, 0.116, -0.014], [-0.057, -0.095, 0.046], [0.003, -0.155, -0.010], [-0.126, 0.036, 0.099], [0.000, 0.043, -0.076], [-0.005, -0.119, -0.045]],
  "mulliken_charge": [-1.208, 0.257, -0.560, -0.875, 0.624, -0.381, -0.535, 0.297, 0.333, 0.342, 0.326, 0.401, 0.233, 0.284, 0.253, 0.209]
}

{
  "formula": "C9H20F8N5NaO16S8",
  "method": "ωB97M-V with the def2-TZVPD basis set",
  "energy_ha": -5979.0751,
  "e_homo_ha": -0.181,
  "homo_lumo_gap_ev": 5.9,
  "largest_force_ev_per_a": 8.6,
  "total_charge": -2,
  "symbols": ["Na", "C", "C", "C", "N", "C", "C", "C", "C", "C", "C", "H", "H", "H", "H", "H", "H", "H", "H", "H", "H", "H", "H", "H", "H", "H", "H", "H", "H", "H", "H", "N", "S", "O", "O", "F", "S", "O", "O", "F", "N", "S", "O", "O", "F", "S", "O", "O", "F", "N", "S", "O", "O", "F", "S", "O", "O", "F", "N", "S", "O", "O", "F", "S", "O", "O", "F"],
  "coordinates": [[-0.244, 0.886, -2.953], [1.637, 3.385, 7.120], [1.053, 2.543, 6.004], [0.891, 1.109, 6.416], [0.692, 0.072, 5.289], [0.391, -1.286, 5.990], [0.507, -2.537, 5.010], [1.658, -2.565, 4.063], [1.797, -1.167, 3.261], [1.924, 0.013, 4.298], [-0.654, 0.369, 4.584], [2.407, 2.950, 7.758], [0.796, 3.576, 7.787], [1.866, 4.377, 6.731], [1.817, 2.761, 5.258], [0.121, 2.997, 5.670], [0.046, 0.967, 7.090], [1.818, 0.709, 6.827], [0.983, -1.232, 6.903], [-0.597, -1.239, 6.447], [0.496, -3.522, 5.477], [-0.412, -2.547, 4.425], [2.548, -2.570, 4.693], [1.662, -3.485, 3.480], [2.752, -1.158, 2.736], [1.035, -1.013, 2.497], [2.829, -0.078, 4.898], [1.780, 1.022, 3.912], [-0.986, -0.411, 3.900], [-0.609, 1.350, 4.111], [-1.396, 0.572, 5.357], [-4.744, -0.233, -2.601], [-5.530, -1.337, -1.843], [-6.265, -2.228, -2.723], [-5.981, -1.051, -0.464], [-4.146, -2.196, -1.433], [-6.083, 0.864, -2.492], [-6.051, 1.707, -1.271], [-7.453, 0.597, -3.085], [-5.498, 1.951, -3.530], [2.723, 3.124, -1.113], [2.654, 4.671, -1.155], [2.598, 5.439, -2.402], [3.236, 5.271, 0.070], [1.111, 4.642, -0.737], [4.325, 3.088, -1.632], [5.380, 2.959, -0.671], [4.682, 3.703, -2.895], [4.155, 1.553, -2.037], [-0.221, 1.490, -7.459], [1.091, 1.591, -8.238], [1.907, 2.778, -8.328], [1.186, 0.676, -9.350], [1.787, 0.795, -7.045], [-1.015, 2.773, -8.328], [-0.983, 2.646, -9.802], [-1.287, 4.028, -7.692], [-2.450, 2.060, -8.079], [-1.185, -5.683, -6.178], [-1.799, -6.905, -5.545], [-2.416, -6.799, -4.227], [-1.248, -8.224, -5.861], [-3.106, -6.965, -6.555], [0.083, -5.491, -5.091], [0.851, -6.663, -4.622], [0.072, -4.318, -4.309], [1.007, -5.162, -6.317]],
  "forces_ev_per_a": [[-0.004, 0.072, -0.420], [-1.834, 0.687, 1.284], [1.056, 0.590, -0.572], [0.729, -1.183, -1.170], [-2.141, -1.307, -0.092], [0.900, -0.398, -0.272], [-1.250, 0.707, 0.367], [1.241, 2.526, -0.231], [0.358, -0.641, 1.396], [-2.393, -0.419, 0.028], [0.751, 1.239, 0.219], [0.295, -0.029, -0.564], [0.076, 0.148, 0.550], [0.526, -0.203, 0.083], [-0.316, -0.997, -0.804], [0.007, -0.091, -0.020], [0.145, 0.004, 0.118], [-0.051, 0.386, 0.624], [0.854, -0.748, -0.356], [-0.303, 0.170, -0.639], [-0.117, 0.384, 0.888], [-0.215, 0.121, -0.026], [0.402, -0.323, -0.108], [-0.087, 0.410, -0.345], [-0.008, -0.062, -0.087], [-0.191, 0.074, 0.284], [-0.155, 0.037, 0.078], [0.857, -0.252, -0.679], [0.349, 0.097, 0.180], [0.429, -0.259, -0.573], [0.060, -0.629, 0.201], [-3.201, 3.078, -0.068], [1.250, -5.758, 3.054], [0.549, 1.123, 1.617], [-0.039, -0.235, -2.830], [-0.985, 0.411, -0.675], [-1.876, 5.068, -0.697], [-0.090, -2.348, -1.980], [4.432, -0.289, 1.890], [0.118, -0.931, -0.102], [3.668, -0.037, -1.693], [-3.614, 5.685, 2.343], [0.668, -1.628, 2.219], [-0.124, -0.630, -2.632], [-0.900, 0.307, 0.034], [1.950, -4.284, -2.106], [-0.858, 0.931, 0.661], [-0.982, 0.006, 1.693], [-0.007, -0.560, -0.327], [-3.362, 4.887, -1.359], [5.284, -3.367, -0.978], [-1.307, 0.217, 0.108], [-0.127, 0.803, 0.407], [1.492, -0.674, 0.421], [-4.824, -2.727, -1.456], [1.192, 0.950, 2.901], [1.583, -0.188, -0.085], [0.071, 0.137, 0.194], [2.329, 1.640, 2.303], [-5.544, -6.589, -0.067], [1.157, 0.480, -1.086], [0.080, 1.806, 0.531], [0.503, 0.483, 0.591], [3.770, -1.521, -2.736], [-2.560, 1.715, 0.221], [-0.753, 0.720, 0.862], [1.088, 1.208, -0.516]],
  "mulliken_charge": [0.985, -1.455, -0.213, -0.653, 0.069, -0.709, -0.651, -0.661, -0.847, -0.527, -0.972, 0.357, 0.361, 0.380, 0.304, 0.339, 0.429, 0.386, 0.484, 0.413, 0.403, 0.358, 0.284, 0.407, 0.412, 0.359, 0.310, 0.461, 0.403, 0.368, 0.399, -0.240, 1.070, -0.546, -0.565, -0.353, 1.039, -0.578, -0.564, -0.262, -0.239, 1.056, -0.525, -0.627, -0.314, 1.052, -0.585, -0.521, -0.292, -0.209, 1.063, -0.579, -0.587, -0.312, 1.023, -0.539, -0.559, -0.293, -0.212, 1.068, -0.596, -0.596, -0.338, 1.016, -0.549, -0.533, -0.260]
}